C37H67IrNO2Si4 as an isolated structure. Source: the Open Molecules 2025 dataset; level of theory: ωB97M-V/def2-TZVPD.

Values from the calculation:
LUMO level (alpha / beta): -8.20 / -8.21 eV
Charge: +2
Spin multiplicity: 2
Gap between HOMO and LUMO (alpha / beta): 4.97 / 4.97 eV

CARTESIAN COORDINATES (ANGSTROEM)
Ir: 0.79 0.20 0.31
C: -2.84 -1.96 -5.91
C: -2.94 -2.48 -4.47
C: -2.76 -4.01 -4.46
C: -4.33 -2.15 -3.91
C: -1.83 -1.86 -3.63
C: -2.07 -1.08 -2.54
C: -0.97 -0.60 -1.80
N: -0.99 0.17 -0.70
C: -1.99 0.82 -0.08
C: -3.25 1.17 -0.60
C: -4.14 1.80 0.23
C: -3.77 2.03 1.60
C: -2.54 1.77 2.16
C: -1.59 1.21 1.27
O: -0.33 1.02 1.62
C: -2.22 2.07 3.62
C: -3.47 2.53 4.38
C: -1.70 0.80 4.31
C: -1.18 3.21 3.68
C: -5.51 2.25 -0.23
C: -5.71 2.02 -1.73
C: -6.57 1.45 0.55
C: -5.68 3.75 0.06
C: 0.39 -0.99 -2.13
O: 1.35 -0.68 -1.28
C: 0.65 -1.70 -3.33
C: -0.47 -2.10 -4.02
C: 2.06 -2.01 -3.81
C: 2.05 -2.73 -5.17
C: 2.85 -0.70 -3.98
C: 2.75 -2.94 -2.79
H: -3.66 -2.35 -6.50
H: -1.91 -2.26 -6.39
H: -2.89 -0.87 -5.93
H: -3.55 -4.47 -5.05
H: -2.83 -4.41 -3.44
H: -1.81 -4.32 -4.88
H: -5.08 -2.65 -4.51
H: -4.53 -1.07 -3.96
H: -4.45 -2.48 -2.88
H: -3.07 -0.86 -2.21
H: -3.47 0.98 -1.63
H: -4.52 2.48 2.23
H: -4.26 1.78 4.35
H: -3.86 3.48 4.01
H: -3.20 2.68 5.43
H: -2.48 0.03 4.33
H: -1.43 1.03 5.34
H: -0.82 0.38 3.82
H: -1.64 4.16 3.40
H: -0.34 3.04 3.01
H: -0.80 3.31 4.70
H: -5.70 0.95 -1.98
H: -4.96 2.53 -2.33
H: -6.69 2.40 -2.02
H: -6.47 0.38 0.36
H: -7.56 1.76 0.23
H: -6.50 1.62 1.62
H: -4.92 4.35 -0.46
H: -5.62 3.98 1.12
H: -6.66 4.08 -0.29
H: -0.32 -2.67 -4.92
H: 1.52 -2.15 -5.93
H: 1.60 -3.72 -5.10
H: 3.08 -2.85 -5.50
H: 2.43 -0.10 -4.79
H: 3.89 -0.93 -4.23
H: 2.84 -0.10 -3.08
H: 2.19 -3.87 -2.67
H: 2.86 -2.46 -1.82
H: 3.75 -3.20 -3.16
C: 3.48 -3.12 1.02
Si: 4.49 -1.55 0.93
C: 6.02 -1.66 1.94
C: 4.87 -0.98 -0.80
Si: 2.81 0.17 1.52
Si: 3.85 2.31 1.39
C: 5.34 2.27 2.50
C: 4.28 2.61 -0.40
C: 2.55 3.53 1.95
Si: 2.43 -0.62 3.82
C: 1.08 -1.90 3.66
C: 3.90 -1.27 4.71
C: 1.84 1.00 4.51
H: 3.92 -3.89 0.38
H: 2.44 -2.98 0.71
H: 3.49 -3.50 2.05
H: 6.64 -2.45 1.50
H: 5.84 -1.95 2.98
H: 6.61 -0.74 1.93
H: 5.24 -1.83 -1.38
H: 5.65 -0.22 -0.79
H: 4.00 -0.57 -1.32
H: 6.04 1.49 2.18
H: 5.06 2.07 3.54
H: 5.88 3.22 2.49
H: 5.16 2.05 -0.71
H: 4.50 3.67 -0.59
H: 3.45 2.33 -1.05
H: 2.43 3.53 3.04
H: 1.58 3.30 1.50
H: 2.82 4.55 1.66
H: 1.50 -2.89 3.50
H: 0.41 -1.68 2.82
H: 0.48 -1.94 4.57
H: 4.23 -2.22 4.30
H: 3.62 -1.45 5.75
H: 4.74 -0.57 4.71
H: 1.17 1.53 3.83
H: 2.68 1.66 4.75
H: 1.28 0.81 5.44

Atomic partial charges in e from the Mulliken method, atoms 1 to 8: 2.45, -1.64, 1.83, -1.61, -2.10, -0.90, -0.45, -0.24


A 14-piece molecular cluster, C81H157F15N14O11 overall. Source: the Open Molecules 2025 dataset; level of theory: ωB97M-V/def2-TZVPD.

Values from the calculation:
LUMO level: -7.34 eV
Charge: +4
Gap between HOMO and LUMO: 5.34 eV

CARTESIAN COORDINATES (ANGSTROEM)
C: 7.73 0.13 0.22
C: 7.24 -0.15 1.65
C: 8.16 0.42 2.71
O: 8.22 1.79 2.68
C: 9.27 2.37 3.47
N: 5.82 0.28 1.81
H: 5.51 0.35 2.78
H: 5.62 1.20 1.35
H: 5.20 -0.40 1.33
H: 7.75 1.24 0.11
H: 6.98 -0.26 -0.49
H: 8.67 -0.30 -0.11
H: 7.28 -1.20 1.88
H: 9.12 -0.07 2.51
H: 7.87 0.11 3.72
H: 9.24 3.44 3.33
H: 10.20 1.87 3.19
H: 9.05 2.06 4.49
C: 1.36 5.72 0.63
C: 0.08 4.84 0.75
N: 0.37 3.79 1.81
C: 1.42 2.89 1.93
C: 1.14 2.11 3.04
N: -0.08 2.59 3.58
C: -0.53 3.49 2.74
C: -0.73 2.10 4.85
H: 1.08 6.69 0.21
H: 2.06 5.14 0.00
H: 1.79 5.87 1.62
H: -0.01 4.33 -0.21
H: -0.82 5.31 1.12
H: 2.32 2.86 1.32
H: 1.77 1.40 3.58
H: -1.53 3.88 2.76
H: -0.66 1.00 4.94
H: -1.79 2.23 4.74
H: -0.21 2.61 5.65
C: -5.41 1.23 2.70
C: -5.85 1.67 4.07
N: -7.02 0.87 4.52
C: -7.59 -0.21 3.84
C: -8.56 -0.70 4.68
N: -8.39 -0.03 5.88
C: -7.51 0.92 5.73
C: -9.27 -0.11 7.05
H: -4.85 0.30 2.68
H: -4.73 1.98 2.32
H: -6.26 1.11 2.04
H: -6.17 2.70 4.07
H: -5.05 1.36 4.75
H: -7.31 -0.50 2.87
H: -9.27 -1.50 4.54
H: -7.24 1.62 6.52
H: -9.38 -1.11 7.45
H: -10.19 0.37 6.69
H: -8.80 0.52 7.80
C: 5.32 -7.45 3.87
C: 4.00 -8.02 4.39
N: 3.03 -6.88 4.51
C: 2.60 -6.04 3.44
C: 1.70 -5.20 3.95
N: 1.48 -5.60 5.29
C: 2.37 -6.50 5.56
C: 0.58 -4.92 6.28
H: 5.85 -6.88 4.63
H: 5.13 -6.83 2.99
H: 6.05 -8.19 3.50
H: 4.11 -8.30 5.45
H: 3.54 -8.83 3.84
H: 3.14 -6.02 2.51
H: 1.05 -4.45 3.53
H: 2.57 -6.88 6.55
H: 0.50 -3.88 5.97
H: 1.06 -5.21 7.22
H: -0.40 -5.39 6.23
C: -2.24 0.45 0.17
C: -1.17 0.01 -0.86
N: 0.15 -0.19 -0.17
C: 1.33 -0.21 -0.90
C: 2.32 -0.50 0.00
N: 1.69 -0.80 1.21
C: 0.39 -0.60 1.08
C: 2.36 -1.22 2.48
H: -2.60 -0.39 0.77
H: -3.12 0.95 -0.28
H: -1.80 1.21 0.82
H: -0.99 0.69 -1.72
H: -1.42 -0.97 -1.29
H: 1.32 -0.12 -1.97
H: 3.39 -0.68 -0.11
H: -0.34 -0.87 1.83
H: 3.08 -2.01 2.26
H: 1.55 -1.59 3.14
H: 2.90 -0.36 2.93
C: 7.95 -0.41 -5.00
C: 7.16 0.45 -4.03
N: 5.74 -0.04 -4.02
C: 4.72 0.47 -4.82
C: 3.63 -0.27 -4.61
N: 3.97 -1.30 -3.75
C: 5.23 -1.13 -3.44
C: 3.04 -2.32 -3.15
H: 7.94 -1.46 -4.72
H: 9.01 -0.13 -5.03
H: 7.53 -0.21 -5.99
H: 7.15 1.50 -4.31
H: 7.55 0.35 -3.01
H: 4.89 1.29 -5.48
H: 2.57 -0.21 -4.87
H: 5.75 -1.69 -2.68
H: 2.09 -2.17 -3.64
H: 3.02 -2.09 -2.08
H: 3.46 -3.32 -3.27
C: -7.61 8.45 -4.57
C: -6.58 7.88 -3.62
C: -7.25 6.69 -3.07
N: -6.48 5.90 -2.04
C: -7.35 4.72 -1.55
C: -6.59 3.76 -0.61
C: -5.25 3.32 -1.24
C: -4.44 4.50 -1.62
C: -5.16 5.33 -2.65
C: -6.22 6.82 -0.88
H: -7.18 9.43 -4.79
H: -8.59 8.64 -4.13
H: -7.76 7.81 -5.45
H: -6.38 8.63 -2.85
H: -5.70 7.66 -4.23
H: -7.45 5.97 -3.85
H: -8.19 7.01 -2.61
H: -7.65 4.14 -2.43
H: -8.25 5.18 -1.14
H: -7.20 2.91 -0.28
H: -6.29 4.28 0.30
H: -5.41 2.68 -2.12
H: -4.75 2.65 -0.53
H: -3.50 4.29 -2.15
H: -4.24 5.09 -0.72
H: -5.52 4.73 -3.48
H: -4.53 6.19 -2.83
H: -5.78 6.29 -0.04
H: -7.15 7.30 -0.56
H: -5.54 7.57 -1.27
C: -1.75 2.39 -4.85
C: -2.58 3.62 -5.20
C: -1.77 4.54 -6.16
N: -2.54 5.60 -6.92
C: -3.32 6.48 -5.98
C: -2.41 7.30 -5.04
C: -1.52 8.21 -5.88
C: -0.66 7.35 -6.82
C: -1.58 6.55 -7.74
C: -3.38 4.91 -7.98
H: -1.51 1.80 -5.73
H: -2.30 1.78 -4.14
H: -0.79 2.60 -4.37
H: -2.71 4.17 -4.27
H: -3.46 3.27 -5.73
H: -1.43 3.89 -6.97
H: -0.90 4.97 -5.65
H: -4.01 5.86 -5.41
H: -4.01 7.06 -6.58
H: -1.85 6.63 -4.41
H: -3.06 7.86 -4.37
H: -0.93 8.93 -5.31
H: -2.17 8.83 -6.51
H: -0.01 6.68 -6.27
H: -0.05 8.02 -7.42
H: -1.02 5.90 -8.42
H: -2.25 7.14 -8.37
H: -4.06 5.56 -8.53
H: -4.02 4.16 -7.56
H: -2.62 4.49 -8.64
C: -3.37 -8.61 1.91
C: -2.79 -7.22 2.04
C: -2.61 -6.80 0.62
N: -1.88 -5.58 0.48
C: -0.45 -5.65 0.96
C: 0.36 -4.37 0.64
C: 0.42 -4.10 -0.85
C: -0.96 -4.02 -1.47
C: -1.77 -5.25 -1.11
C: -2.65 -4.46 1.11
H: -2.70 -9.48 1.80
H: -4.04 -8.64 1.06
H: -3.86 -8.82 2.85
H: -1.84 -7.26 2.60
H: -3.51 -6.57 2.52
H: -3.55 -6.70 0.08
H: -2.05 -7.58 0.10
H: 0.06 -6.48 0.47
H: -0.49 -5.88 2.02
H: 1.32 -4.49 1.13
H: -0.13 -3.50 1.06
H: 0.93 -4.90 -1.38
H: 0.95 -3.17 -0.99
H: -0.94 -3.86 -2.55
H: -1.54 -3.17 -1.11
H: -1.37 -6.18 -1.49
H: -2.80 -5.11 -1.48
H: -2.55 -4.64 2.17
H: -3.70 -4.59 0.87
H: -2.29 -3.48 0.87
C: 4.86 3.63 -0.29
O: 3.78 4.05 -1.12
O: 4.68 2.44 0.36
C: 6.12 3.54 -1.27
F: 6.11 2.24 -1.78
F: 6.18 4.48 -2.22
F: 7.17 3.58 -0.51
C: 3.33 2.96 -1.96
C: 1.98 3.22 -2.62
H: 1.10 2.99 -2.02
H: 1.96 4.28 -2.93
H: 1.95 2.69 -3.58
H: 3.28 2.10 -1.31
H: 4.02 2.73 -2.78
H: 5.06 4.45 0.41
C: 5.61 -3.36 -0.32
O: 5.36 -3.94 -1.60
O: 4.94 -2.22 -0.09
C: 5.05 -4.48 0.62
F: 5.07 -4.03 1.91
F: 3.72 -4.62 0.22
F: 5.62 -5.68 0.55
C: 6.48 -4.51 -2.21
C: 6.16 -4.84 -3.61
H: 5.18 -5.35 -3.62
H: 5.97 -3.97 -4.30
H: 6.95 -5.46 -4.06
H: 6.79 -5.39 -1.62
H: 7.30 -3.79 -2.20
H: 6.76 -3.30 -0.22
C: 4.31 -0.21 5.70
O: 4.04 -1.69 5.83
O: 4.35 0.29 4.47
C: 3.05 0.33 6.48
F: 2.66 -0.54 7.42
F: 3.40 1.47 7.04
F: 1.99 0.60 5.58
C: 5.20 -2.39 5.43
C: 4.99 -3.87 5.36
H: 5.88 -4.43 5.08
H: 4.73 -4.27 6.34
H: 4.14 -4.01 4.69
H: 6.00 -2.23 6.15
H: 5.49 -1.95 4.49
H: 5.25 -0.10 6.33
C: -1.05 -1.36 -4.76
O: -2.03 -2.04 -3.68
O: 0.15 -1.20 -4.33
C: -1.12 -2.39 -5.96
F: -0.06 -2.28 -6.78
F: -1.14 -3.68 -5.51
F: -2.20 -2.12 -6.76
C: -3.47 -1.97 -3.91
C: -4.19 -3.03 -3.11
H: -3.83 -3.26 -2.11
H: -5.13 -2.55 -2.86
H: -4.30 -3.96 -3.66
H: -3.73 -2.13 -4.97
H: -3.74 -0.90 -3.77
H: -1.71 -0.48 -5.15
C: -1.58 -2.43 4.32
O: -2.18 -3.82 4.25
O: -0.63 -2.34 3.44
C: -2.78 -1.47 3.99
F: -3.64 -1.16 4.98
F: -2.29 -0.31 3.51
F: -3.47 -1.95 2.84
C: -3.25 -4.12 5.21
C: -3.34 -5.63 5.54
H: -2.42 -6.00 5.98
H: -4.13 -5.79 6.29
H: -3.59 -6.24 4.66
H: -4.20 -3.76 4.78
H: -3.22 -3.51 6.13
H: -1.31 -2.27 5.43

Atomic partial charges in e from the Mulliken method, atoms 1 to 8: -0.81, 0.85, -1.36, -0.20, -0.85, 2.26, 0.35, -0.10


| no. | total energy (Eh) |
| --- | --- |
| 1 | -2917.08379 |
| 2 | -6271.37295 |